# 1
DFT (the ωB97M-V functional and the def2-TZVPD basis) results for C31H28BrClFeO5SeTe as an isolated structure.

```
! wB97M-V def2-TZVPD RIJCOSX def2/J DEFGRID3
* xyz -2 5
Fe 0.2065 0.8800 -0.3807
C -3.4770 1.5174 0.4500
C -2.6668 2.6941 0.9147
C -2.4427 2.9385 2.2669
C -1.6680 4.0183 2.6830
C -1.0999 4.8654 1.7452
C -1.3195 4.6274 0.3956
C -2.0918 3.5583 -0.0202
H -2.8457 0.8470 -0.1401
H -4.2941 1.8400 -0.1993
H -3.8880 0.9612 1.2943
H -2.8545 2.2547 3.0021
H -1.4853 4.1753 3.7403
H -0.4737 5.6918 2.0606
H -0.8544 5.2694 -0.3431
H -2.2099 3.3428 -1.0755
C -2.9647 -5.5215 1.4972
C -2.8037 -4.6921 0.2520
C -3.2799 -5.1413 -0.9739
C -3.1012 -4.3687 -2.1080
Cl -3.7172 -4.9723 -3.6366
C -2.4697 -3.1412 -2.0594
C -2.0003 -2.6801 -0.8391
C -2.1519 -3.4571 0.3045
O -1.7285 -3.0433 1.5466
C -0.3601 -2.6387 1.6257
C -0.0736 -1.2326 1.0866
O 1.0304 -1.0632 0.5064
O -0.9409 -0.3461 1.2288
H -3.7455 -6.2718 1.3638
H -3.2117 -4.8942 2.3522
H -2.0348 -6.0416 1.7421
H -3.7925 -6.0930 -1.0439
H -2.3454 -2.5176 -2.9363
H -1.5557 -1.6918 -0.8066
H 0.2665 -3.3539 1.0864
H -0.1031 -2.6657 2.6856
Se -0.7887 0.7390 -2.4821
C 2.4716 -1.1712 -2.3621
Te 3.0992 0.6369 -1.4177
C 2.8520 1.4155 -3.3907
C 3.0873 0.2498 -4.3096
C 3.4606 0.4088 -5.6369
C 3.6582 -0.6946 -6.4598
C 3.4725 -1.9695 -5.9520
C 3.0911 -2.1354 -4.6255
C 2.8990 -1.0389 -3.7954
H 1.3785 -1.1660 -2.2865
H 2.8856 -2.0487 -1.8715
H 3.5214 2.2496 -3.5935
H 1.8063 1.7361 -3.4367
H 3.5984 1.4094 -6.0321
H 3.9550 -0.5559 -7.4931
H 3.6229 -2.8359 -6.5860
H 2.9382 -3.1320 -4.2263
Br -0.3522 0.3275 5.9639
C 0.8589 1.5484 5.1351
C 1.7201 2.2764 5.9403
C 2.5988 3.1656 5.3365
C 2.6012 3.3164 3.9568
C 1.7237 2.5843 3.1701
C 0.8431 1.6819 3.7601
C 1.7222 2.7594 1.6483
O 2.5556 3.5185 1.1544
O 0.8386 2.0648 1.0697
H 1.7041 2.1479 7.0144
H 3.2822 3.7397 5.9516
H 3.2738 4.0027 3.4592
H 0.1684 1.1158 3.1295
*
```

The total energy is -232434.94601 eV. For the energy above the lowest of the compared OMol25 structures with the same formula, charge and spin, the calculation gives 0.000 eV. The calculation puts the molecular weight at 858.3 g/mol.

Mulliken population analysis, charges in e, atoms 1 to 5: Fe 1.1452; C -1.3234; C 0.7948; C -0.4352; C -0.3094

---

# 2
DFT (the ωB97M-V functional and the def2-TZVPD basis) results for C5H10O as an isolated structure.

```
! wB97M-V def2-TZVPD RIJCOSX def2/J DEFGRID3
* xyz 0 1
C 1.3670 -0.0331 -0.9465
C 0.1029 0.0454 -0.1145
C -1.1140 0.4236 -0.9522
C -0.1843 -1.0854 0.8712
C -0.7654 -0.0949 1.8978
O 0.3169 1.0510 0.9709
H 1.4962 0.8821 -1.5372
H 2.2412 -0.1600 -0.3030
H 1.3124 -0.8826 -1.6379
H -2.0355 0.2410 -0.3934
H -1.1256 -0.1589 -1.8817
H -1.0774 1.4835 -1.2388
H -0.9144 -1.8194 0.5089
H 0.7456 -1.6109 1.1364
H -0.1578 -0.1273 2.8180
H -0.2077 1.8459 0.8019
*
```

The total energy is -7390.62858 eV. For the energy above the lowest of the compared OMol25 structures with the same formula, charge and spin, the calculation gives 4.137 eV. The calculation puts the molecular weight at 86.1 g/mol.

Mulliken population analysis, charges in e, atoms 1 to 5: C -1.6063; C 1.3203; C -1.5774; C -0.7236; C -0.3832

---

# 3
DFT (the ωB97M-V functional and the def2-TZVPD basis) results for a 12-piece molecular cluster, C27H83N19O12 overall in a non-equilibrium geometry.

```
! wB97M-V def2-TZVPD RIJCOSX def2/J DEFGRID3
* xyz 0 1
C -6.9096 -25.2162 -0.3938
C -5.4572 -25.7086 -0.2023
C -4.4959 -24.6562 0.5184
O -4.4013 -23.3977 -0.1349
C -3.7977 -23.5610 -1.3855
N -5.6266 -26.8767 0.6653
H -7.4334 -25.0227 0.5439
H -7.4993 -25.8695 -1.0359
H -6.9968 -24.2228 -0.8451
H -5.1159 -26.1487 -1.1405
H -3.5675 -25.2029 0.6882
H -5.1208 -24.6194 1.4115
H -3.6259 -22.6299 -1.9271
H -4.5525 -24.0415 -2.0143
H -2.8607 -24.1213 -1.3739
H -5.7960 -26.5786 1.6186
H -6.3829 -27.5103 0.4488
C -0.6266 -30.9929 -2.1536
C -1.8474 -30.0605 -2.0499
C -1.9472 -29.1351 -3.2793
O -2.0299 -29.9424 -4.4800
C -1.3072 -29.4321 -5.5813
N -3.0356 -30.8661 -1.8376
H 0.2860 -30.3997 -2.0757
H -0.6253 -31.5889 -3.0675
H -0.5568 -31.7246 -1.3465
H -1.6197 -29.5188 -1.1300
H -1.0705 -28.4904 -3.1927
H -2.8740 -28.5599 -3.2340
H -0.2909 -29.0912 -5.3688
H -1.8008 -28.5783 -6.0506
H -1.1955 -30.2448 -6.2988
H -2.8687 -31.7544 -2.2900
H -3.8245 -30.3928 -2.2584
C 9.4032 -31.8730 7.2778
C 8.3876 -32.1960 6.2319
C 7.3514 -31.0554 6.1387
O 6.5551 -31.0083 4.9438
C 5.8103 -29.7897 4.8171
N 9.0387 -32.3848 4.9510
H 8.9285 -31.7411 8.2513
H 9.9677 -30.9531 7.1133
H 10.1885 -32.6283 7.3158
H 7.7791 -33.0903 6.3766
H 7.9320 -30.1272 6.1585
H 6.6776 -31.0276 6.9988
H 5.1768 -29.8793 3.9375
H 6.4831 -28.9395 4.6646
H 5.2864 -29.4312 5.7060
H 9.5845 -31.6284 4.5522
H 8.3094 -32.3646 4.2443
C 5.1974 -25.9798 -0.9218
C 6.0146 -26.8020 -1.8741
C 5.4762 -26.7810 -3.3143
O 4.2501 -27.4961 -3.4484
C 3.7234 -27.5716 -4.7680
N 7.3922 -26.3974 -1.7637
H 5.1101 -24.9059 -1.1014
H 5.5437 -26.0944 0.1053
H 4.1316 -26.2208 -0.9103
H 5.9053 -27.8299 -1.5207
H 6.1424 -27.3751 -3.9484
H 5.3235 -25.7992 -3.7697
H 2.7418 -28.0406 -4.7124
H 4.3560 -28.2699 -5.3213
H 3.6661 -26.5748 -5.2065
H 7.4823 -25.4182 -2.0150
H 8.0410 -26.7833 -2.4403
C -0.5551 -27.2897 -0.1780
C 0.6198 -26.6582 0.6267
C 1.7938 -27.6471 0.5065
O 2.8589 -27.1818 1.3427
C 3.8843 -28.1086 1.5792
N 0.9058 -25.3246 0.1786
H -0.3299 -27.4775 -1.2281
H -1.5163 -26.7774 -0.1293
H -0.7030 -28.2468 0.3255
H 0.3751 -26.6061 1.6915
H 2.2606 -27.5963 -0.4816
H 1.4874 -28.6535 0.7904
H 3.4355 -28.9508 2.1082
H 4.7028 -27.6989 2.1744
H 4.4775 -28.3751 0.7004
H 0.3668 -24.6573 0.7278
H 1.8408 -25.1536 0.5382
C 0.5470 -32.2395 2.5238
O -0.0919 -32.6544 3.4773
N 0.5887 -32.9429 1.3849
N 1.1313 -31.0365 2.3473
H 0.2090 -33.8644 1.2565
H 1.2723 -32.6024 0.7247
H 1.8387 -30.9372 1.6302
H 1.0596 -30.3123 3.0451
C 0.6540 -25.4652 -3.4027
O 0.7470 -25.4161 -4.6264
N -0.3102 -24.8969 -2.6783
N 1.5446 -26.1054 -2.6336
H -0.9453 -24.3127 -3.1988
H -0.2813 -24.9422 -1.6679
H 2.3832 -26.4898 -3.0346
H 1.3032 -26.2002 -1.6534
C -0.7623 -22.7169 1.9014
O 0.3644 -23.1100 1.6354
N -1.5431 -22.0282 1.0413
N -1.4491 -23.1821 2.9613
H -0.9993 -21.5650 0.3302
H -2.4119 -21.6450 1.3748
H -0.8739 -23.7762 3.5383
H -2.3520 -22.8818 3.2849
C 2.1019 -21.9844 -1.4818
O 2.5939 -21.0335 -0.9123
N 2.7674 -23.1298 -1.6264
N 0.8254 -22.0809 -1.9547
H 2.3605 -23.9061 -2.1224
H 3.7227 -23.1410 -1.3130
H 0.4775 -23.0113 -2.1415
H 0.1828 -21.3680 -1.6537
C 3.4424 -30.8910 -0.9054
O 2.6878 -30.7137 0.0617
N 4.1504 -29.9456 -1.5188
N 3.9462 -32.0456 -1.2412
H 3.9950 -29.0163 -1.1613
H 4.7260 -30.1652 -2.3097
H 4.6737 -32.0513 -1.9328
H 3.6775 -32.9407 -0.8659
C -3.0067 -29.4863 1.7486
O -3.2057 -28.9873 2.8595
N -3.4860 -28.9867 0.5920
N -2.2470 -30.5475 1.5834
H -3.4503 -29.4631 -0.2956
H -4.1742 -28.2478 0.6935
H -2.1697 -30.9393 0.6566
H -1.5808 -30.9185 2.2422
C 1.7883 -28.2081 5.2015
O 1.1595 -29.0999 4.6497
N 1.7111 -27.9329 6.5149
N 2.5026 -27.3360 4.4987
H 2.3141 -27.1971 6.8420
H 1.3664 -28.6331 7.1502
H 2.4114 -27.5254 3.5107
H 2.9638 -26.6096 5.0172
*
```

The total energy is -82229.79063 eV. Its structure (SMILES) is COC[C@H](C)N.COC[C@H](C)N.COC[C@H](C)N.COC[C@H](C)N.COC[C@H](C)N.NC(N)=O.NC(N)=O.NC(N)=O.NC(N)=O.NC(N)=O.NC(N)=O.NC(N)=O. For the energy above the lowest of the compared OMol25 structures with the same formula, charge and spin, the calculation gives 3.588 eV. The calculation puts the molecular weight at 866.1 g/mol.

Mulliken population analysis, charges in e, atoms 1 to 5: C -1.5411; C 0.2833; C -0.6631; O -0.4157; C -0.7356

---

# 4
DFT (the ωB97M-V functional and the def2-TZVPD basis) results for one molecule with the formula C5H10O.

```
! wB97M-V def2-TZVPD RIJCOSX def2/J DEFGRID3
* xyz 0 1
C 2.5681 0.2567 -0.3282
C 1.3810 -0.2317 0.4820
O 0.2170 0.4120 0.0070
C -0.9572 -0.3375 0.0708
C -2.1989 0.2715 0.6457
C -2.0569 0.0779 -0.8473
H 3.4919 -0.2147 0.0217
H 2.6813 1.3417 -0.2447
H 2.4262 0.0065 -1.3833
H 1.2767 -1.3208 0.3679
H 1.5306 -0.0304 1.5526
H -0.7952 -1.4037 0.2358
H -2.8935 -0.3723 1.1782
H -2.1352 1.2852 1.0229
H -2.6557 -0.6938 -1.3130
H -1.8803 0.9534 -1.4679
*
```

The total energy is -7393.18371 eV. Its structure (SMILES) is CCOC1CC1. For the energy above the lowest of the compared OMol25 structures with the same formula, charge and spin, the calculation gives 1.582 eV. The calculation puts the molecular weight at 86.1 g/mol.

Mulliken population analysis, charges in e, atoms 1 to 5: C -1.1873; C -0.2130; O -0.3417; C 0.1190; C -0.5902